# C30H87N5O16

11 unconnected molecules or ions with the total composition C30H87N5O16 in a non-equilibrium geometry (ωB97M-V with the def2-TZVPD basis set, OMol25).

```
138
Properties=species:S:1:pos:R:3:forces:R:3
C 0.1928 -1.8086 1.6312 0.0 -0.2 0.2
O -1.0579 -1.7043 2.2859 0.2 0.1 -0.4
C -1.7995 -2.9153 2.3971 0.0 0.4 0.8
C -0.9845 -4.1017 2.9045 -0.6 1.0 0.4
N -0.4719 -3.8509 4.2466 -0.2 -0.5 -0.3
C 0.7038 -4.6586 4.5544 -0.1 1.1 0.2
C 0.3965 -6.0850 4.9567 -0.1 -0.2 -0.8
O 0.1315 -6.1850 6.3295 0.0 0.0 0.3
C 0.2137 -7.5200 6.7995 0.0 0.7 0.3
H 0.1512 -2.4466 0.7443 0.0 0.0 0.0
H 0.9239 -2.2001 2.3491 0.2 -0.1 -0.3
H 0.5139 -0.8232 1.3024 -0.2 0.1 0.1
H -2.3237 -3.1843 1.4751 0.2 0.1 -0.2
H -2.5394 -2.6099 3.1403 -0.3 -0.5 0.0
H -0.1823 -4.2580 2.1724 0.0 -0.5 0.1
H -1.6828 -4.9387 2.9646 0.2 -0.3 -0.4
H -0.3564 -2.8635 4.4189 0.3 0.0 -0.1
H 1.2311 -4.1492 5.3651 0.0 -0.3 0.1
H 1.3996 -4.6394 3.7025 0.0 -0.3 -0.1
H 1.2338 -6.7100 4.6130 0.2 -0.1 0.5
H -0.4605 -6.4722 4.3860 -0.1 0.2 0.0
H 1.2707 -7.7993 6.8072 -0.1 -0.6 -0.3
H -0.4520 -8.1691 6.2258 0.3 -0.3 -0.2
H -0.1267 -7.5407 7.8344 -0.1 0.2 0.0
C -4.1613 3.3790 1.0383 0.1 -0.6 0.2
O -3.6217 2.5989 -0.0170 0.3 0.1 0.6
C -2.5328 3.1962 -0.6779 -0.4 -0.2 -1.1
C -2.9456 4.0900 -1.8538 0.9 0.3 0.3
N -3.2053 5.4602 -1.4315 -0.7 -0.1 0.1
C -3.3953 6.3565 -2.5535 1.0 0.4 0.1
C -3.5151 7.8230 -2.2116 -0.9 0.5 -0.4
O -4.6826 8.1194 -1.4731 0.4 -0.2 0.8
C -4.7428 9.4828 -1.0912 0.0 -0.4 -0.7
H -4.5586 2.6856 1.7828 -0.3 0.0 -0.2
H -4.9416 4.0366 0.6583 0.1 0.2 0.2
H -3.3815 3.9200 1.5846 0.0 0.3 -0.3
H -1.9559 2.3864 -1.1260 0.0 -0.1 0.2
H -1.8740 3.7425 0.0086 0.0 0.0 0.1
H -3.7761 3.6574 -2.4118 -0.3 0.1 0.3
H -2.1022 4.0731 -2.5636 0.2 0.0 -0.1
H -2.4411 5.7690 -0.8430 0.0 0.1 -0.1
H -4.2279 5.9990 -3.1566 0.0 0.1 0.0
H -2.4677 6.3959 -3.1588 -0.2 -0.5 -0.5
H -3.5932 8.4026 -3.1454 0.2 -0.2 -0.2
H -2.5921 8.2040 -1.7508 -0.1 -0.2 0.5
H -5.0557 10.0482 -1.9772 0.0 0.4 0.2
H -3.7646 9.8415 -0.7578 0.0 0.1 0.1
H -5.4721 9.5956 -0.2942 0.0 0.0 0.0
C 4.5960 0.4877 3.4427 -1.2 -1.2 -0.1
O 4.4350 1.1088 2.1932 0.7 0.8 -0.3
C 3.5500 0.3926 1.3497 -0.2 -0.7 1.1
C 3.5133 0.9548 -0.0454 0.2 1.2 0.4
N 4.5265 0.4137 -0.9411 -0.8 -0.5 0.6
C 4.5393 1.0930 -2.2474 1.0 -1.1 1.3
C 5.6102 0.4667 -3.1518 -1.2 0.4 -0.3
O 6.9045 0.9531 -2.9274 0.0 0.1 0.0
C 7.1023 2.2498 -3.4572 0.5 0.1 0.4
H 4.9751 -0.5315 3.2894 0.6 0.2 0.2
H 3.6111 0.2865 3.8971 0.0 0.4 0.1
H 5.1731 1.0673 4.1523 0.3 0.2 -0.4
H 2.5680 0.4501 1.8385 -0.2 -0.1 -0.3
H 3.8398 -0.6677 1.3827 -0.1 0.0 -0.3
H 3.6442 2.0417 0.1063 0.1 0.0 -0.2
H 2.5042 0.8720 -0.4528 0.1 -0.4 -0.2
H 5.3990 0.4152 -0.4262 0.3 0.2 -0.5
H 4.7403 2.1454 -2.0229 -0.3 0.3 -0.8
H 3.5635 0.8938 -2.6912 -0.1 0.4 0.0
H 5.2201 0.6382 -4.1675 0.7 0.3 -0.2
H 5.6121 -0.6191 -3.0626 0.1 0.0 0.4
H 6.6097 3.0454 -2.8876 -0.5 -0.2 -0.1
H 6.8177 2.2599 -4.5103 0.0 0.3 0.0
H 8.1565 2.5016 -3.3365 0.1 -0.3 -0.3
C -0.5070 1.8417 1.9407 -0.2 -0.2 0.6
O 0.1636 3.0757 2.0673 0.0 0.2 0.3
C 1.5129 3.1386 1.7080 0.3 0.6 -0.6
C 1.9011 4.6030 1.5696 -0.2 0.1 0.3
N 1.0785 5.3094 0.5904 0.1 -0.7 0.2
C 1.2539 6.7526 0.6203 -0.3 -0.1 0.0
C 2.4721 7.1882 -0.1719 -0.1 0.2 0.3
O 2.1649 7.0924 -1.5448 0.1 0.2 0.1
C 3.2879 7.2931 -2.3712 -0.1 0.0 -0.2
H -0.1618 1.0645 2.6346 0.5 0.1 -0.2
H -0.4854 1.4621 0.9161 -0.1 0.0 0.0
H -1.5193 2.0325 2.2948 -0.2 0.0 -0.5
H 1.6874 2.6685 0.7315 -0.2 -0.3 0.1
H 2.2188 2.6980 2.4205 -0.3 -0.3 0.2
H 2.9562 4.6282 1.2880 0.0 0.1 0.0
H 1.7778 5.0697 2.5587 0.3 0.0 0.1
H 0.1275 5.0686 0.8503 -0.1 0.1 -0.2
H 1.2810 7.1578 1.6436 0.3 -0.1 0.0
H 0.3535 7.1852 0.1796 0.2 0.2 -0.2
H 3.3589 6.5948 0.0883 -0.1 -0.3 -0.1
H 2.7554 8.2146 0.1005 -0.2 0.1 -0.1
H 2.9337 7.6741 -3.3294 0.0 -0.1 0.0
H 3.8201 6.3481 -2.5302 0.1 0.1 0.0
H 3.9782 8.0376 -1.9599 0.0 0.0 0.1
C -0.5635 -4.4926 -1.6174 1.5 0.0 0.3
O -1.6307 -5.3722 -1.7637 -0.4 -0.1 -0.1
C -2.7845 -4.9712 -1.0475 0.5 0.9 -0.3
C -3.9123 -5.9393 -1.2789 0.1 -0.6 0.1
N -3.6291 -7.2026 -0.5874 -1.2 -0.1 -0.1
C -4.6698 -8.2066 -0.8916 1.6 -0.3 0.1
C -4.2951 -9.4805 -0.1249 -1.2 0.6 -0.7
O -4.7888 -9.3283 1.1905 -0.1 -0.3 0.1
C -4.4225 -10.3983 2.0197 0.6 0.1 1.0
H -0.2033 -4.4109 -0.5803 -0.4 0.0 0.2
H -0.6612 -3.4677 -1.9969 -0.7 -0.1 -0.1
H 0.2963 -4.9084 -2.1453 -0.2 -0.1 -0.2
H -3.0104 -3.9455 -1.3743 -0.4 -0.1 0.0
H -2.5422 -4.8744 0.0210 -0.1 -0.3 0.1
H -4.0096 -6.1896 -2.3388 0.3 0.2 -0.1
H -4.8969 -5.5201 -1.0302 0.1 0.3 0.4
H -3.6774 -7.0938 0.4224 0.2 0.4 0.0
H -4.6104 -8.4094 -1.9634 -0.1 0.0 0.0
H -5.6903 -7.8949 -0.6463 0.0 0.0 0.1
H -3.2113 -9.6134 -0.1424 0.0 -0.1 0.0
H -4.8069 -10.3092 -0.6333 0.2 -0.3 0.3
H -3.3398 -10.3744 2.2053 0.1 -0.3 -0.3
H -4.7259 -11.3925 1.6814 0.0 0.1 -0.4
H -4.8373 -10.2646 3.0211 -0.4 0.2 -0.2
O 0.5037 2.6487 -1.7498 0.3 -0.1 0.2
H 1.2240 2.9795 -1.1966 -0.2 0.3 0.0
H 0.5925 3.1354 -2.5727 -0.1 0.0 -0.1
O 2.7773 -1.6848 -1.4577 -0.5 0.2 0.4
H 3.4740 -1.0684 -1.1365 0.3 -0.3 -0.5
H 1.9537 -1.1917 -1.2578 0.1 -0.2 -0.2
O -0.0445 -0.8710 -4.5835 0.0 0.0 0.0
H -0.4717 -1.2553 -5.3562 0.0 -0.1 0.1
H 0.6414 -1.5241 -4.3423 0.1 0.0 0.0
O 1.7865 -2.8499 -3.7531 0.0 0.1 0.3
H 2.1747 -2.5240 -2.9088 0.1 0.0 -0.2
H 2.5161 -3.2730 -4.2132 0.0 0.0 -0.1
O 0.4300 -0.1697 -1.3075 -0.2 0.1 0.1
H -0.0095 -0.3640 -2.1483 0.0 0.1 0.0
H 0.3524 0.7953 -1.1996 0.0 -0.3 -0.4
O -1.6379 1.4970 -5.1416 -0.1 -0.2 0.0
H -1.0571 0.7514 -4.9256 0.0 0.2 0.1
H -1.1217 2.2809 -4.9517 0.1 0.1 0.0
```
Forces are in eV/Å.

Computed properties:
Maximum force in eV/A: 1.94
Structure (SMILES): COCCNCCOC.COCCNCCOC.COCCNCCOC.COCCNCCOC.COCCNCCOC.O.O.O.O.O.O
Relative energy (zero: lowest compared OMol25 entry of this formula, charge and spin) in kcal/mol: 20.9
HOMO level in Eh: -0.313
Frontier orbital gap in eV: 8.68